(1)
The following is a DFT calculation (ωB97M-V/def2-TZVPD) of an isolated molecule of C15H22N4O at a distorted geometry.

The frontier orbital gap comes out at 8.892 eV. The energy above the lowest of the compared OMol25 structures with the same formula, charge and spin is 0.9660 eV. For the max |F|, the calculation gives 0.0213 hartree/bohr. Its LUMO energy is 0.0285 hartree. The SMILES is CCN(CC)CCn1nc(C)nc1-c1ccccc1O. For the HOMO energy, the calculation gives -8.1168 eV.

Element x y z (Å)
1 C 0.73141 3.72841 1.19648
2 H 0.00396 3.54350 0.41003
3 H 0.39806 3.24241 2.10965
4 H 0.77006 4.80080 1.37401
5 C 2.12124 3.23514 0.77403
6 N 2.28301 1.81464 0.58251
7 C 1.46839 1.17080 -0.40185
8 H 1.22120 1.90136 -1.17413
9 C 0.14347 0.54576 0.10434
10 N -0.65660 0.12405 -1.01324
11 C -1.30657 -1.03880 -1.25169
12 N -1.76508 -1.02340 -2.50035
13 C -1.39753 0.18067 -2.98620
14 N -0.72613 0.89535 -2.11228
15 C -1.71662 0.63865 -4.35744
16 H -1.28659 -0.04633 -5.08588
17 H -2.79522 0.65272 -4.50222
18 H -1.31257 1.63507 -4.50733
19 C -1.48878 -2.16324 -0.35340
20 C -1.52998 -2.02648 1.03404
21 C -1.65183 -3.13059 1.85329
22 C -1.73701 -4.39745 1.29503
23 C -1.75159 -4.55171 -0.07516
24 C -1.65911 -3.44502 -0.91784
25 O -1.73014 -3.64522 -2.24087
26 H -1.78588 -2.76747 -2.68786
27 H -1.85394 -5.52467 -0.52905
28 H -1.81700 -5.26492 1.93265
29 H -1.68443 -3.00397 2.92458
30 H -1.50937 -1.04175 1.47530
31 H -0.41248 1.27945 0.69537
32 H 0.36132 -0.33108 0.71572
33 H 2.05129 0.36766 -0.87219
34 C 2.79636 1.02694 1.67457
35 C 1.96449 0.98961 2.96411
36 H 0.95723 0.62567 2.78119
37 H 1.90279 1.97963 3.40842
38 H 2.44312 0.32601 3.68069
39 H 2.92871 0.00721 1.30349
40 H 3.79060 1.41707 1.92765
41 H 2.85537 3.54324 1.52213
42 H 2.38239 3.73028 -0.17029

Force components x, y, z for each atom (eV/Å):
C 0.3 -0.1 0.0
H -0.1 0.0 -0.1
H -0.1 0.0 0.1
H -0.1 0.1 0.0
C -0.1 0.1 -0.1
N -0.1 -0.1 0.1
C -0.1 -0.1 0.0
H 0.1 -0.1 0.0
C 0.5 0.4 0.3
N -0.5 -0.9 -0.4
C 0.1 0.5 -0.2
N -0.1 -0.3 0.2
C 0.2 0.1 0.4
N 0.0 0.6 -0.4
C 0.0 0.0 0.0
H 0.0 0.0 -0.1
H 0.0 0.0 -0.1
H 0.0 0.0 -0.1
C 0.0 -0.3 0.1
C -0.1 -0.1 0.0
C 0.0 0.1 0.2
C 0.0 0.0 -0.1
C 0.0 0.0 -0.1
C 0.0 0.1 0.2
O 0.1 -0.1 -0.1
H -0.1 -0.1 0.0
H 0.0 -0.1 -0.1
H 0.0 -0.1 0.0
H 0.0 0.0 0.1
H 0.0 0.1 0.0
H 0.0 -0.1 0.1
H -0.1 0.1 0.0
H -0.1 0.0 -0.1
C 0.0 0.1 0.2
C 0.2 0.0 -0.3
H -0.2 0.0 0.0
H -0.1 0.1 0.1
H 0.0 -0.1 0.1
H 0.1 0.0 0.0
H 0.0 -0.1 0.0
H 0.0 0.1 0.0
H 0.0 0.1 0.1

Here are the Mulliken charges for atoms 1 to 4, given in e: atom 1 (C): -1.002, atom 2 (H): 0.270, atom 3 (H): 0.250, atom 4 (H): 0.410



(2)
The following is a DFT calculation (ωB97M-V/def2-TZVPD) of a structure of composition C15H22N4O4PdS2SeSi at a distorted geometry.

The frontier orbital gap (spin up / spin down) comes out at 6.783 / 6.747 eV. The energy above the lowest of the compared OMol25 structures with the same formula, charge and spin is 1.6474 eV. For the max |F|, the calculation gives 0.0583 hartree/bohr. Its LUMO energy (spin up / spin down) is -0.0515 / -0.0508 hartree. For the HOMO energy (spin up / spin down), the calculation gives -8.1846 / -8.1298 eV.

Element x y z (Å)
1 Pd 0.42076 1.46358 -0.56068
2 C 4.73599 -2.29030 -0.13006
3 Si 3.27815 -2.98076 0.87247
4 C 3.27817 -4.89017 0.81114
5 C 3.39820 -2.41684 2.69361
6 C 1.61901 -2.43017 0.10392
7 C 0.73235 -3.37365 -0.41622
8 C -0.45658 -2.99310 -1.01237
9 C -0.81194 -1.65158 -1.01882
10 N -0.04257 -0.74066 -0.44192
11 C 1.17167 -1.11266 0.02217
12 S 2.09911 0.34170 0.50576
13 H 5.55189 -3.01502 -0.10499
14 H 5.10964 -1.36339 0.29041
15 H 4.50434 -2.11162 -1.17700
16 H 4.23153 -5.23848 1.20972
17 H 3.18377 -5.29809 -0.19358
18 H 2.49186 -5.32996 1.42366
19 H 4.33541 -2.79956 3.09688
20 H 2.58918 -2.80483 3.31173
21 H 3.40611 -1.33617 2.80831
22 H 0.98314 -4.42470 -0.37905
23 H -1.11664 -3.72947 -1.44711
24 H -1.72982 -1.29202 -1.46365
25 O -0.78412 2.45432 -2.00469
26 S 0.49605 2.55852 -2.86365
27 O 0.20638 2.86066 -4.22267
28 O 1.39447 3.40155 -2.13269
29 O 0.95299 1.09732 -2.64896
30 N -0.50956 2.38043 1.09425
31 C -1.64771 2.62089 1.09325
32 N -2.91245 2.89583 1.13161
33 C -3.42387 3.89520 0.17896
34 C -4.03233 3.20554 -1.03653
35 C -5.06670 2.17004 -0.61008
36 C -4.45488 1.16196 0.35909
37 C -3.86150 1.87877 1.56906
38 H -2.59234 4.53938 -0.10864
39 H -4.16764 4.49470 0.71476
40 H -3.22368 2.74803 -1.61156
41 H -4.48744 3.95902 -1.68300
42 H -5.46438 1.65260 -1.48380
43 H -5.91720 2.66710 -0.12848
44 H -3.66366 0.59208 -0.14239
45 H -5.20361 0.44420 0.69953
46 H -3.34516 1.19317 2.24113
47 H -4.64504 2.38491 2.14103
48 Se 3.58532 0.98846 -0.99904
49 C 4.58781 1.59259 0.38245
50 N 5.21754 1.98066 1.26670

Force components x, y, z for each atom (eV/Å):
Pd -1.3 2.3 -1.4
C -0.3 -0.4 0.3
Si 0.2 -0.2 0.3
C 0.1 0.6 0.1
C -0.1 -0.3 -0.7
C 0.3 0.4 0.2
C -0.2 -0.1 -0.1
C -0.1 -0.1 0.0
C 0.2 -0.1 0.5
N 0.7 -1.2 -0.2
C -0.4 -0.7 -0.6
S -0.4 -0.3 1.2
H 0.0 0.0 0.1
H 0.0 0.2 0.1
H -0.1 0.0 -0.1
H 0.1 0.0 0.0
H 0.0 0.1 -0.1
H -0.1 0.1 0.1
H 0.1 0.0 0.1
H -0.1 -0.1 -0.1
H 0.0 0.1 -0.1
H 0.0 0.0 0.0
H 0.0 0.0 -0.1
H -0.1 0.0 0.0
O -0.3 0.1 0.7
S -0.9 -1.3 0.5
O 0.0 0.0 -0.4
O 1.1 1.2 0.0
O 0.8 -0.1 0.3
N -0.1 0.1 0.2
C 0.5 -0.3 0.1
N -0.1 0.4 0.0
C -0.1 0.2 -0.2
C 0.0 0.2 0.0
C 0.0 -0.1 -0.1
C 0.0 -0.1 0.1
C -0.2 -0.4 0.0
H -0.1 0.0 0.0
H 0.0 0.0 0.0
H 0.0 -0.1 0.0
H 0.0 0.0 0.0
H 0.0 0.0 0.0
H 0.0 0.0 0.0
H 0.0 0.1 0.0
H 0.0 0.0 0.0
H 0.0 0.0 0.0
H 0.0 0.0 0.0
Se -0.2 -0.2 -1.1
C 0.8 0.1 0.6
N -0.1 0.0 -0.1

Here are the Mulliken charges for atoms 1 to 4, given in e: atom 1 (Pd): -0.298, atom 2 (C): -1.066, atom 3 (Si): 0.336, atom 4 (C): -1.164



(3)
The following is a DFT calculation (ωB97M-V/def2-TZVPD) of the ion C15H22N7O3 with charge +1 at a distorted geometry.

The frontier orbital gap comes out at 7.959 eV. The energy above the lowest of the compared OMol25 structures with the same formula, charge and spin is 0.2132 eV. For the max |F|, the calculation gives 0.0660 hartree/bohr. Its LUMO energy is -0.1003 hartree. Its total charge is +1. The SMILES is CNC(=O)[C@@H](Cc1cnc[nH]1)NC(=O)[C@@H](Cc1c[nH]c[nH+]1)NC(C)=O. For the HOMO energy, the calculation gives -10.6866 eV.

Element x y z (Å)
1 O 1.75489 2.84846 1.88588
2 O -1.20328 -3.46069 -0.79022
3 O -2.58435 0.92277 0.77121
4 N 0.06882 -2.76464 4.03148
5 C 0.57679 3.14356 1.87813
6 C -2.37309 -3.10307 -0.54737
7 C -1.51786 0.34997 0.58603
8 C 0.26900 -3.64002 3.05085
9 C -1.18550 -2.19338 3.81090
10 C 2.35826 0.15316 -1.94716
11 C -1.68088 -2.75636 2.61807
12 C 1.85315 0.92417 -0.93068
13 C 4.02876 0.75128 -0.64277
14 N -0.71815 -3.61271 2.14277
15 N 3.69521 0.00182 -1.73916
16 N -3.41159 -3.80394 -1.02014
17 N -1.48070 -0.95288 0.30385
18 N -0.39652 2.45752 1.28073
19 N 2.91870 1.32826 -0.17016
20 C 0.16474 4.42610 2.61782
21 C -3.24678 -4.91253 -1.97919
22 C -2.89899 -2.30825 1.83125
23 C 0.38889 1.29016 -0.77471
24 C -2.62494 -1.86185 0.35822
25 C -0.20745 1.12512 0.65266
26 H 1.13139 -4.25064 2.96300
27 H -1.65721 -1.45397 4.42963
28 H 1.75193 -0.29659 -2.72669
29 H 5.00029 0.78556 -0.16019
30 H -0.81624 -4.14842 1.30895
31 H 4.33899 -0.59344 -2.25848
32 H -4.36695 -3.47165 -0.86496
33 H -0.62198 -1.42880 0.19487
34 H -1.29337 2.84891 1.31316
35 H 2.79777 1.92895 0.66410
36 H 0.81414 5.23461 2.32499
37 H -0.89963 4.61221 2.42923
38 H 0.28732 4.33854 3.67941
39 H -2.43474 -5.58249 -1.67442
40 H -3.03815 -4.53450 -2.96582
41 H -4.13573 -5.53928 -2.00623
42 H -3.37927 -1.43396 2.33573
43 H -3.61991 -3.13867 1.79400
44 H -0.19560 0.68765 -1.49318
45 H 0.27701 2.32668 -1.13149
46 H -3.54334 -1.36026 0.00035
47 H 0.42265 0.49372 1.31075

Force components x, y, z for each atom (eV/Å):
O 1.5 -1.2 -0.7
O -1.0 0.6 0.4
O 0.3 0.2 0.1
N -0.6 -0.4 -0.1
C -0.3 1.8 1.3
C 1.8 0.0 -0.2
C -1.9 1.1 0.3
C 0.0 1.6 1.2
C 0.9 -2.1 -2.5
C -1.3 -0.1 0.5
C -0.4 2.1 0.7
C -0.7 -0.3 -1.2
C -0.3 -0.6 -0.4
N -1.1 0.3 0.7
N 0.8 1.1 1.4
N -1.1 0.1 -0.1
N -0.3 -0.8 -0.5
N 0.8 -1.9 -0.4
N 0.4 -0.7 -0.3
C -0.9 -0.8 -0.9
C 0.3 -0.3 0.8
C -0.1 -0.2 0.1
C 0.5 0.1 -0.3
C -0.7 -0.2 0.1
C 0.6 0.5 0.3
H 0.5 -0.4 -0.1
H 0.1 0.1 0.2
H 0.6 -0.1 0.1
H -0.2 0.1 -0.3
H 0.2 -0.3 -0.5
H -0.3 0.4 0.2
H 0.7 -0.1 0.0
H 1.0 -0.5 -0.1
H -1.6 0.1 0.0
H -0.1 0.0 0.2
H 0.0 0.3 -0.4
H 0.3 0.5 0.0
H 0.1 -0.5 0.6
H 0.0 0.4 0.0
H 0.1 0.1 -0.4
H -0.2 0.3 0.1
H 0.4 -0.8 -0.2
H -0.1 0.3 0.0
H 0.5 0.1 0.3
H -0.2 -0.2 0.4
H 0.6 0.0 0.1
H 0.2 0.6 -0.3

Here are the Mulliken charges for atoms 1 to 4, given in e: atom 1 (O): -0.782, atom 2 (O): -0.724, atom 3 (O): -0.709, atom 4 (N): -0.631